No. 1
{
  "formula": "C10H29AlBIO13P3",
  "method": "ωB97M-V with the def2-TZVPD basis set",
  "symbols": ["O", "C", "C", "H", "H", "C", "C", "B", "H", "O", "H", "P", "O", "H", "C", "H", "H", "H", "H", "H", "O", "O", "O", "C", "H", "H", "O", "P", "H", "H", "I", "Al", "H", "H", "H", "O", "H", "O", "O", "H", "P", "H", "H", "O", "H", "C", "H", "H", "C", "C", "H", "H", "O", "O", "H", "C", "H", "H"],
  "positions_angstrom": [[-2.42338, 0.72597, -1.56708], [0.92166, 0.11007, -0.13865], [-8.79076, 2.06583, 3.18950], [5.59277, -2.33571, -3.93030], [2.58907, -0.00340, -1.45840], [8.23996, -2.79832, -1.79182], [7.94769, 1.16624, -0.37674], [0.50899, -1.21375, 2.10637], [2.56820, -0.30454, 2.11356], [-7.49985, 2.98224, 0.92127], [-4.21679, 0.82827, 1.37195], [6.67020, -0.69088, -1.76461], [7.98986, -0.17859, -0.89323], [-4.03590, 0.66473, -0.38314], [-7.91986, 3.20412, -0.41940], [-1.86077, 2.80979, 0.12474], [-7.07056, 3.50080, -1.03468], [2.08815, -1.03816, 3.67655], [7.84644, 1.88920, -1.18607], [-8.64528, 4.01763, -0.40904], [-0.07818, -2.25583, 2.82554], [-1.06627, 0.20323, 1.16673], [-5.86026, 1.44790, 0.22227], [-0.05939, -0.73740, 0.70771], [-5.06779, -0.47906, 0.49823], [9.24854, -2.45754, -1.55633], [7.54838, -1.80562, -2.54236], [-1.05199, -1.92938, -0.38852], [-8.90435, 2.08117, 4.27296], [1.64455, 0.71071, 0.42312], [-0.53063, -4.27230, 0.26426], [-1.37613, 1.32796, -0.22749], [-9.05227, 3.04625, 2.79249], [0.57839, -2.96132, 2.82326], [1.34465, 0.45701, 3.17381], [0.27059, 1.11545, -0.91375], [8.88380, 1.35398, 0.14280], [-7.96478, 0.42014, 0.92954], [-2.58329, -1.70334, 0.11409], [7.11923, 1.27690, 0.32514], [-7.03301, 1.49369, 1.36497], [7.70770, -3.04277, -0.87193], [8.30947, -3.69133, -2.41103], [5.79612, -1.24219, -0.70208], [1.19853, -0.87285, -2.05918], [-4.72901, 0.55632, 0.44789], [-2.61667, -1.68758, 1.08239], [4.24728, -1.23237, -4.24255], [1.77427, -0.66462, -1.15782], [4.94048, -1.58707, -3.48259], [-8.38789, 2.31368, -0.84107], [-1.90427, 0.90714, -2.35464], [-7.42997, 1.76236, 2.92462], [5.69248, -0.45964, -3.03513], [-9.45079, 1.30315, 2.77810], [1.74179, -0.49291, 2.79615], [2.23975, -1.57671, -0.76762], [4.36109, -2.02673, -2.67273]],
  "forces_ev_per_angstrom": [[0.294, 0.229, 0.549], [0.902, 0.503, -2.124], [-0.499, 0.090, 0.153], [0.104, 0.068, 0.107], [0.025, -0.020, -0.035], [0.234, 0.006, 0.054], [-0.042, -0.009, 0.321], [0.534, 0.003, 0.333], [0.053, 0.178, 0.080], [-0.250, 0.030, 0.187], [0.023, 0.014, -0.022], [-0.575, -5.883, 1.418], [-0.978, 2.419, -2.078], [-0.270, 0.045, -0.098], [0.182, 0.109, -0.172], [0.037, -0.055, 0.335], [0.020, -0.069, -0.033], [0.060, -0.081, -0.062], [0.042, 0.037, 0.031], [0.000, -0.008, 0.090], [-0.186, 0.233, -0.598], [-0.146, -0.017, 0.027], [1.282, -0.042, 3.172], [-0.535, 0.762, 0.627], [-0.096, 0.040, -0.010], [-0.007, 0.021, 0.063], [-0.069, -0.016, -0.076], [-0.007, 0.719, -1.659], [0.170, -0.028, -0.006], [-0.220, -0.630, 1.011], [0.187, -0.311, 0.302], [0.198, 0.206, -0.774], [0.052, -0.046, -0.070], [-0.148, -0.248, 0.455], [0.169, 0.145, -0.190], [-0.896, -0.397, 0.742], [0.023, -0.115, -0.020], [0.521, -0.265, 0.552], [0.421, -0.721, 0.644], [-0.007, -0.018, -0.027], [-4.676, 0.786, -3.503], [-0.037, 0.070, -0.003], [-0.060, 0.040, -0.059], [-0.023, 0.860, -0.013], [-0.157, -0.200, 0.133], [0.158, -0.262, -0.141], [-0.129, 0.275, 0.065], [0.099, 0.251, 0.057], [0.318, -0.091, 0.246], [-0.452, -0.572, -0.246], [0.042, -0.046, 0.044], [-0.040, -0.180, -0.187], [3.030, -0.373, 0.018], [1.564, 2.742, 0.358], [0.107, -0.018, -0.131], [-0.360, -0.205, -0.014], [-0.127, -0.059, 0.027], [0.141, 0.103, 0.152]],
  "mulliken_charge": [-0.74, 0.12, -0.59, 0.26, 0.37, -0.62, -0.75, 0.61, 0.28, -0.32, 0.44, 1.08, -0.30, 0.25, -0.64, -0.64, 0.22, 0.26, 0.33, 0.23, -0.69, -0.73, -0.17, 0.60, 0.37, 0.23, -0.33, 0.03, 0.24, 0.21, -0.32, 0.94, 0.25, 0.27, 0.32, -0.51, 0.22, -0.67, -0.23, 0.33, 1.05, 0.33, 0.24, -0.59, 0.36, -0.86, 0.35, 0.26, -1.48, -0.58, 0.34, 0.24, -0.40, -0.37, 0.30, -0.99, 0.33, 0.27],
  "lumo_ev": 1.11,
  "total_charge": -1,
  "mol_weight_g_mol": 614.95
}



No. 2
{
  "formula": "C10H29ClIIrN2P2S",
  "method": "ωB97M-V with the def2-TZVPD basis set",
  "symbols": ["H", "H", "H", "N", "H", "C", "H", "N", "H", "H", "I", "H", "C", "H", "H", "H", "C", "H", "H", "H", "H", "H", "C", "H", "C", "H", "H", "Ir", "P", "Cl", "H", "H", "H", "H", "H", "H", "S", "H", "C", "P", "C", "C", "H", "C", "H", "C", "H"],
  "positions_angstrom": [[-2.30969, 0.81273, -6.93043], [2.16351, 2.60193, 0.21307], [1.88081, 2.38653, -2.71113], [-1.20339, 0.39263, 3.42087], [-2.07559, 0.42773, 2.87137], [1.18311, 3.08453, 0.23507], [1.91581, -0.27827, 5.39477], [1.20441, -0.38837, 3.42107], [-1.20589, -4.32637, -0.42833], [-0.67119, 0.06853, -6.89223], [-1.68789, 0.13443, -4.40503], [0.74331, -2.56787, 1.62587], [1.27691, -0.92867, 4.76197], [-0.27989, 1.05923, 5.22587], [1.89671, -2.62127, -2.33553], [1.03191, 3.96423, -2.62063], [1.19711, -2.88067, 0.68177], [0.29851, -2.92917, -3.04593], [2.17541, -2.40227, 0.58907], [1.05941, -4.17417, -2.01123], [-1.22939, 4.33683, -1.06913], [-2.07029, -3.05177, -1.33313], [-1.70329, -0.00987, -6.55893], [0.73161, 2.91403, 1.21597], [-1.40349, -3.25117, -0.48983], [-1.91799, 3.06693, -0.01863], [-1.91839, 0.27903, 5.39307], [-0.00019, -0.00027, -0.86893], [0.15161, -2.30757, -0.70893], [2.37441, -0.01137, -1.09963], [-1.72769, 1.94203, 4.72077], [1.73271, -1.93987, 4.71637], [1.28931, 4.16083, 0.06087], [2.07691, -0.42047, 2.87177], [-2.08699, 2.93913, -1.77733], [0.27991, 2.57303, -3.45683], [-0.00019, -0.00027, 1.13107], [1.30831, -3.97037, 0.66997], [-1.42129, 3.26313, -0.97263], [0.13891, 2.30603, -1.05303], [-1.27579, 0.92893, 4.76347], [0.90811, 2.87573, -2.61493], [-1.90209, -2.92037, 0.42537], [0.92751, -3.09807, -2.16793], [0.28041, -1.06427, 5.22187], [-0.00019, -0.00027, 2.75097], [-2.13579, -0.97487, -6.81193]],
  "forces_ev_per_angstrom": [[0.068, -0.087, 0.146], [-0.029, 0.142, 0.021], [-0.070, 0.124, -0.049], [3.118, -1.150, -1.963], [0.980, -0.114, 0.136], [-0.038, -0.585, -0.005], [-0.461, -0.419, -0.239], [-3.212, 1.095, -1.878], [0.068, 0.198, -0.011], [-0.149, -0.010, 0.058], [-0.049, -0.023, -0.001], [0.025, -0.206, -0.008], [0.237, -0.581, 1.080], [-0.596, -0.233, -0.398], [-0.076, -0.128, -0.034], [-0.055, -0.203, 0.113], [-0.039, 0.428, -0.121], [0.045, -0.015, 0.087], [-0.006, -0.124, 0.015], [-0.064, 0.209, 0.066], [0.068, -0.201, 0.016], [0.086, -0.035, 0.075], [0.148, -0.038, -0.012], [0.027, 0.122, -0.015], [0.041, 0.412, 0.053], [0.000, 0.082, -0.075], [0.466, 0.411, -0.241], [0.396, 0.007, -3.805], [-0.103, -3.175, -1.217], [0.509, -0.005, -0.177], [0.134, -0.624, -0.022], [-0.129, 0.617, -0.010], [-0.104, -0.254, -0.070], [-0.955, 0.120, 0.113], [0.078, 0.056, 0.059], [0.053, 0.036, 0.094], [-0.882, 0.487, 2.080], [-0.084, 0.237, -0.099], [0.028, -0.410, 0.079], [-0.142, 2.873, -1.424], [-0.219, 0.584, 1.090], [-0.036, -0.335, 0.184], [-0.012, -0.094, -0.065], [-0.029, 0.376, 0.142], [0.597, 0.239, -0.394], [0.314, 0.066, 6.523], [0.052, 0.128, 0.104]],
  "mulliken_charge": [0.27, 0.34, 0.33, -0.17, 0.26, -1.09, 0.37, -0.10, 0.44, 0.29, 0.01, 0.33, -1.07, 0.42, 0.34, 0.44, -1.09, 0.38, 0.33, 0.44, 0.44, 0.37, -0.77, 0.32, -1.15, 0.31, 0.36, 1.21, 0.30, -0.37, 0.31, 0.32, 0.45, 0.30, 0.34, 0.29, -0.26, 0.48, -1.12, 0.26, -1.02, -1.04, 0.31, -1.14, 0.43, 0.31, 0.26],
  "lumo_ev": [-6.51, -9.67],
  "spin_multiplicity": 5,
  "total_charge": 2,
  "mol_weight_g_mol": 625.95
}